# 1
A cluster of 3 separate species, C5H15NO3 in total at a distorted geometry. Source: the OMol25 dataset; level of theory: ωB97M-V/def2-TZVPD.

Last column: Löwdin charge in e.
Atoms and positions in Å:
C -1.96 -1.39 -2.60  -0.152
C -0.89 -1.56 -1.55  -0.297
C -0.27 -0.23 -1.15  -0.106
C 0.20 -0.09 0.37  -0.435
N 0.56 1.14 0.91  -0.014
C 0.32 2.50 0.45  -0.091
O 0.15 -0.99 1.21  0.018
H -2.54 -2.50 -2.42  0.127
H -1.54 -1.63 -3.58  0.061
H -2.87 -0.78 -2.38  0.083
H -1.47 -1.96 -0.64  0.129
H -0.25 -2.37 -1.98  0.130
H -0.82 0.78 -1.29  0.130
H 0.61 -0.17 -1.73  0.089
H 0.74 1.22 1.94  0.169
H -0.58 2.90 0.94  0.086
H 0.01 2.55 -0.69  0.113
H 1.13 3.12 0.45  0.041
H -2.66 -0.31 2.45  -0.030
H -1.13 -0.27 2.34  -0.043
O -1.88 -0.45 2.87  0.006
H 3.40 1.30 -1.26  0.074
H 3.17 0.74 0.18  0.005
O 3.80 0.69 -0.55  -0.093

Net charge ... 0
HOMO-LUMO gap ... 10.429 eV
SMILES ... CCCC(=O)NC.O.O
Energy above the lowest of the compared OMol25 structures with the same formula, charge and spin ... 2.9559 eV
Multiplicity ... 1

---

# 2
A structure of composition C33H27CaIN9O9PS2Se2 at a distorted geometry. Source: the OMol25 dataset; level of theory: ωB97M-V/def2-TZVPD.

Last column: Löwdin charge in e.
Atoms and positions in Å:
Ca 0.37 0.09 -0.42  1.089
Se -0.01 -0.41 3.23  0.267
P -2.01 -0.22 2.52  0.065
Se -2.35 -0.13 0.39  0.273
C -3.02 -1.62 3.20  -0.399
C -3.54 -2.61 2.38  -0.117
C -4.24 -3.68 2.94  -0.097
C -4.41 -3.77 4.31  -0.114
C -3.88 -2.78 5.14  -0.097
C -3.19 -1.71 4.59  -0.100
C -2.87 1.19 3.33  -0.413
C -4.24 1.36 3.11  -0.102
C -4.90 2.46 3.64  -0.095
C -4.19 3.40 4.38  -0.102
C -2.84 3.23 4.61  -0.082
C -2.18 2.11 4.09  -0.146
H -3.41 -2.52 1.31  0.044
H -4.65 -4.45 2.29  0.094
H -4.95 -4.61 4.74  0.090
H -4.01 -2.84 6.21  0.093
H -2.76 -0.95 5.23  0.103
H -4.78 0.65 2.49  0.099
H -5.97 2.59 3.47  0.093
H -4.70 4.28 4.78  0.092
H -2.28 3.97 5.17  0.102
H -1.12 1.96 4.28  0.048
N 8.03 -2.89 -2.30  0.074
C 7.01 -2.24 -1.57  -0.330
C 6.09 -1.42 -2.21  -0.031
C 5.13 -0.74 -1.48  -0.043
C 5.09 -0.88 -0.10  -0.305
C 6.00 -1.70 0.55  -0.066
C 6.96 -2.38 -0.18  -0.045
S 3.85 0.00 0.80  0.569
O 4.00 1.37 0.37  -0.315
O 4.01 -0.30 2.20  -0.315
N 2.42 -0.50 0.22  -0.231
C 2.08 -1.85 0.35  -0.466
N 2.96 -2.78 0.74  0.139
C 2.52 -4.03 0.83  -0.132
C 1.22 -4.41 0.54  -0.069
C 0.39 -3.40 0.13  -0.120
N 0.78 -2.14 0.05  -0.002
H 7.82 -3.01 -3.28  0.075
H 8.40 -3.72 -1.88  0.072
H 6.13 -1.31 -3.29  0.110
H 4.42 -0.09 -1.98  0.115
H 5.92 -1.81 1.63  0.111
H 7.67 -3.03 0.32  0.101
H 3.25 -4.76 1.16  0.103
H 0.89 -5.44 0.63  0.089
H -0.65 -3.59 -0.13  0.117
S -0.06 3.16 1.65  0.865
C 0.04 4.65 0.69  -0.658
N 1.10 4.80 -0.17  0.060
C 1.17 5.99 -0.93  -0.092
C 0.22 6.94 -0.77  -0.132
C -0.84 6.70 0.12  -0.161
N -0.89 5.51 0.87  0.032
H 1.52 3.99 -0.57  0.053
H 2.00 6.05 -1.61  0.104
H 0.28 7.86 -1.34  0.087
H -1.64 7.41 0.28  0.067
O 3.67 0.37 -7.34  0.030
N 3.60 1.07 -6.35  -0.367
O 4.30 2.05 -6.18  0.047
C 2.61 0.73 -5.31  -0.159
C 1.81 -0.35 -5.50  0.032
C 0.91 -0.70 -4.51  -0.055
C 0.73 0.05 -3.30  -0.279
O -0.14 -0.25 -2.43  -0.202
C 1.61 1.23 -3.18  -0.079
C 2.54 1.52 -4.15  0.050
N 1.55 2.09 -2.06  -0.321
O 0.59 2.02 -1.15  -0.319
O 2.38 3.04 -1.97  -0.062
N 0.14 -1.95 -4.75  -0.354
O -0.39 -2.51 -3.83  0.080
O 0.11 -2.37 -5.90  0.015
H 1.88 -0.94 -6.39  0.120
H 3.18 2.38 -4.02  0.116
I 2.72 4.14 3.21  0.647
C 1.65 2.76 1.91  -0.962
H 1.67 1.81 2.43  -0.063
H 2.23 2.71 1.00  -0.030

Net charge ... -2
HOMO-LUMO gap (alpha / beta) ... 5.733 / 5.189 eV
Energy above the lowest of the compared OMol25 structures with the same formula, charge and spin ... 2.2296 eV
Multiplicity ... 1

---

# 3
A structure of composition C17H13F4N5O10Y at a distorted geometry. Source: the OMol25 dataset; level of theory: ωB97M-V/def2-TZVPD.

Last column: Löwdin charge in e.
Atoms and positions in Å:
Y -0.07 0.67 -0.56  1.388
C -1.45 3.34 0.80  -0.078
N -0.15 2.67 0.78  -0.357
C 0.22 2.31 2.16  -0.072
C 0.88 3.52 0.15  -0.185
C 2.19 2.76 -0.18  -0.206
N 1.96 1.32 -0.17  -0.134
C 3.01 0.47 -0.26  -0.177
C 2.78 -0.88 0.11  -0.135
F 1.53 -1.18 0.54  0.060
C 3.75 -1.85 0.08  -0.222
F 3.44 -3.10 0.47  0.094
C 5.05 -1.55 -0.31  0.046
C 5.31 -0.25 -0.65  -0.228
F 6.55 0.09 -1.04  0.073
C 4.34 0.74 -0.62  -0.140
F 4.71 1.99 -1.02  0.062
H -1.43 4.23 1.44  0.092
H -2.20 2.65 1.18  0.089
H -1.73 3.64 -0.21  0.087
H 0.20 3.20 2.81  0.092
H 1.22 1.87 2.17  0.088
H -0.49 1.58 2.54  0.087
H 1.11 4.38 0.80  0.120
H 0.45 3.90 -0.77  0.104
H 2.96 3.02 0.55  0.113
H 2.54 3.11 -1.15  0.112
H 5.81 -2.31 -0.34  0.126
O 0.49 -3.01 -1.92  0.082
C -0.17 -2.06 -1.54  -0.564
O 0.05 -0.82 -1.86  -0.139
C -1.41 -2.32 -0.68  -0.023
C -2.15 -3.43 -0.98  0.073
C -3.32 -3.74 -0.28  -0.141
C -3.75 -2.92 0.74  0.074
C -3.03 -1.79 1.06  -0.049
C -1.81 -1.44 0.40  -0.248
O -1.10 -0.44 0.76  -0.166
N -3.57 -0.95 2.12  -0.341
O -4.40 -1.45 2.87  0.050
O -3.14 0.18 2.28  0.070
N -4.09 -4.91 -0.63  -0.363
O -5.06 -5.19 0.06  0.054
O -3.73 -5.57 -1.59  0.065
H -1.81 -4.08 -1.77  0.134
H -4.66 -3.15 1.28  0.128
O -2.07 1.89 -3.46  0.105
N -1.48 1.69 -2.44  -0.530
O -2.03 1.15 -1.43  -0.078
O -0.26 2.02 -2.28  -0.091

Net charge ... -1
HOMO-LUMO gap ... 7.359 eV
Energy above the lowest of the compared OMol25 structures with the same formula, charge and spin ... 1.2591 eV
Multiplicity ... 1

---

# 4
A cluster of 2 separate species, C5H6BrNS in total at a distorted geometry. Source: the OMol25 dataset; level of theory: ωB97M-V/def2-TZVPD.

Last column: Löwdin charge in e.
Atoms and positions in Å:
C 2.24 -0.66 0.05  -0.185
C 1.81 -1.94 0.10  -0.341
C 0.05 -0.26 0.19  -0.603
C -1.29 1.88 0.28  -0.066
C -1.15 0.45 0.24  -0.114
N 1.26 0.28 0.10  0.087
S 0.13 -2.06 0.32  1.056
Br -2.30 -1.25 -2.19  -0.338
H 3.22 -0.36 -0.06  0.094
H 2.37 -2.76 0.00  0.033
H -2.33 2.12 0.59  0.102
H -1.17 2.29 -0.71  0.111
H -0.70 2.53 0.82  0.072
H -2.15 -0.25 0.27  0.093

Net charge ... 0
HOMO-LUMO gap (alpha / beta) ... 5.246 / 5.212 eV
Energy above the lowest of the compared OMol25 structures with the same formula, charge and spin ... 2.3882 eV
Multiplicity ... 1